# C12H17NS

A cluster of 2 separate species, C12H17NS in total in a non-equilibrium geometry (ωB97M-V with the def2-TZVPD basis set, the OMol25 dataset).

## Properties
LUMO (spin up / spin down) = -3.6 / -6.8 eV
<S²> = 0.772
energy above the lowest of the compared OMol25 structures with the same formula, charge and spin = 0.00 kJ/mol
charge = +1
2S+1 = 2
orbital gap (spin up / spin down) = 7.130 / 3.861 eV
HOMO (spin up / spin down) = -10.7 / -10.7 eV

```
31
Properties=species:S:1:pos:R:3:nbo_charge:R:1
C -3.2715 -1.6654 0.5068 -0.5372
C -4.6740 -2.2934 0.4039 -0.6144
C -1.5808 -1.6551 2.8562 -0.7392
S -2.0875 -2.6590 1.4393 0.1755
H -2.8484 -1.6450 -0.5154 0.1931
H -3.3245 -0.5945 0.7136 0.2157
H -5.2884 -1.5298 -0.0888 0.2117
H -5.0394 -2.7151 1.2985 0.2241
H -2.1987 -0.7732 2.8894 0.2237
H -1.8157 -2.2166 3.7678 0.2318
H -0.5241 -1.4490 2.8301 0.2136
H -4.6675 -3.1076 -0.3224 0.2118
C 4.3748 2.0812 -0.0781 -0.6736
C 0.8488 1.5584 -0.9932 0.1412
C 2.0815 1.0328 -0.5880 -0.1391
C 2.9984 2.0931 -0.5979 0.1135
C 2.2703 3.2300 -1.0157 0.1194
C 0.0452 -0.6862 -1.2836 -0.0973
C -0.1695 0.7013 -1.2999 -0.1792
C 1.2797 -1.2066 -0.9985 -0.2115
C 2.3118 -0.3510 -0.6780 -0.0683
N 1.0322 2.9220 -1.2833 -0.4442
H -0.7933 -1.3146 -1.5112 0.2443
H -1.1392 1.1071 -1.4802 0.2353
H 1.4802 -2.2483 -1.0011 0.2465
H 3.3383 -0.7271 -0.6775 0.2361
H 0.2849 3.6293 -1.2757 0.4510
H 2.7038 4.2406 -1.1282 0.2508
H 4.8042 1.1086 -0.0385 0.2443
H 4.5441 2.5083 0.9041 0.2696
H 5.0245 2.6248 -0.7545 0.2510
```


# C36H54FNO19S6

A cluster of 5 separate species, C36H54FNO19S6 in total (ωB97M-V with the def2-TZVPD basis set, the OMol25 dataset).

## Properties
SMILES = CCCCCCCCCc1c(CC(=O)F)c(COC)c(S)c2c1Sc1ccc(OCCC)cc1N2.O=S1(=O)OCCO1.O=S1(=O)OCCO1.O=S1(=O)OCCO1.O=S1(=O)OCCO1
LUMO = -0.1 eV
energy above the lowest of the compared OMol25 structures with the same formula, charge and spin = 0.00 kJ/mol
charge = 0
2S+1 = 1
orbital gap = 8.756 eV
HOMO = -8.8 eV

```
117
Properties=species:S:1:pos:R:3:mulliken_charge:R:1
C 6.3658 0.1374 2.4084 -0.8156
C 7.4706 -0.7921 1.8766 -0.4655
C 7.4260 -0.9777 0.3537 -0.9851
C 6.7843 -2.2893 -0.1013 -0.8478
C 5.4992 -2.6665 0.6457 0.4654
C 4.7508 -3.8053 -0.0666 -1.3010
C 3.7388 -3.2647 -1.0694 -0.7762
C 2.5045 -2.7204 -0.3513 -0.3386
C 1.3481 -2.3666 -1.3150 -1.8454
C 0.6818 -1.0707 -0.9430 -0.3214
C 0.7275 0.0864 -1.7251 -0.0307
C 1.4848 0.0482 -3.0385 -2.0588
C 0.6506 -0.3356 -4.2337 0.7772
O 0.8972 -0.1151 -5.3757 -0.5663
F -0.4949 -0.9932 -3.8918 -0.1628
C 0.0630 1.2641 -1.3326 1.2438
C 0.0476 2.4568 -2.2622 -1.4591
O -1.2277 3.0410 -2.3552 -0.1080
C -1.2045 4.4494 -2.4285 -0.8681
C -0.5718 1.2997 -0.0929 0.8342
S -1.3244 2.7479 0.6073 -0.3190
C -0.6310 0.1487 0.7001 -1.1914
C -0.0260 -1.0213 0.2633 1.6517
S -0.1962 -2.4631 1.2856 -0.2264
C -1.8815 -2.2040 1.7433 0.7407
C -2.7973 -3.2472 1.7922 -0.7116
C -4.1233 -2.9764 2.0917 -0.5891
C -4.5295 -1.6703 2.3345 0.1188
O -5.8544 -1.3855 2.5252 -0.4998
C -6.4511 -0.8979 1.3127 -0.6019
C -7.0798 -1.9617 0.4527 -0.2134
C -7.5248 -1.3158 -0.8598 -0.9941
C -3.6040 -0.6380 2.3273 -0.4091
C -2.2804 -0.9034 2.0232 -1.1069
N -1.3400 0.1666 1.9386 0.2355
H 5.8618 -0.3147 3.2516 -0.0708
H 5.6133 0.3311 1.6466 0.2829
H 6.7799 1.0881 2.7348 0.3882
H 7.3937 -1.7655 2.3580 0.3129
H 8.4404 -0.3970 2.1716 0.4480
H 6.8815 -0.1432 -0.0900 0.4154
H 8.4375 -0.9363 -0.0503 0.3803
H 6.5255 -2.1865 -1.1573 0.3718
H 7.4837 -3.1177 0.0113 0.3090
H 5.7560 -2.9783 1.6552 0.2854
H 4.8635 -1.7825 0.7000 -0.2180
H 5.4994 -4.4234 -0.5605 0.4891
H 4.2141 -4.4046 0.6677 0.4767
H 4.2160 -2.4766 -1.6584 0.2322
H 3.4049 -4.0416 -1.7592 0.4806
H 2.1818 -3.5045 0.3298 0.4367
H 2.7627 -1.8280 0.2144 0.3831
H 0.5896 -3.1482 -1.2718 0.4122
H 1.7301 -2.3585 -2.3301 0.7598
H 2.3425 -0.6136 -2.9909 0.4742
H 1.8701 1.0307 -3.2836 0.6697
H 0.3019 2.1337 -3.2699 0.3137
H 0.8069 3.1863 -1.9588 0.4322
H -2.2124 4.8256 -2.5578 0.2509
H -0.8183 4.8454 -1.4858 0.2980
H -0.5713 4.7892 -3.2504 0.3228
H -0.2430 3.5317 0.6904 0.1434
H -2.4953 -4.2600 1.5733 0.5017
H -4.8461 -3.7777 2.1011 0.5907
H -5.6613 -0.4261 0.7213 0.2635
H -7.1597 -0.1123 1.5659 0.4166
H -7.8885 -2.4822 0.9631 0.2905
H -6.3365 -2.7236 0.2130 0.2383
H -7.8535 -0.2882 -0.7143 0.3275
H -6.6709 -1.2657 -1.5282 0.0591
H -8.3030 -1.8836 -1.3597 0.4320
H -3.9223 0.3811 2.4897 1.0071
H -0.6999 0.1433 2.7274 0.1842
O 4.6172 -4.2339 4.7600 -0.5877
S 4.4901 -2.8576 5.0769 1.0412
O 5.5416 -1.9462 4.8028 -0.5475
O 4.0345 -2.7273 6.5997 -0.3471
C 2.8180 -1.9670 6.7016 -0.3702
C 2.0988 -2.2513 5.3979 -0.0284
O 3.1560 -2.2694 4.4258 -0.1727
H 3.0707 -0.9107 6.8031 0.2863
H 2.2637 -2.3001 7.5738 0.3570
H 1.3820 -1.4807 5.1298 0.0924
H 1.6110 -3.2277 5.4073 0.2305
O 0.2181 0.7357 6.0560 -0.4446
S -0.9772 1.2370 6.6375 1.0309
O -1.0624 1.4774 8.0308 -0.5599
O -2.1791 0.2973 6.1677 -0.3206
C -3.1958 1.0653 5.5041 -0.1697
C -2.4301 2.2135 4.8761 0.0870
O -1.4468 2.5534 5.8687 -0.3667
H -3.9159 1.4144 6.2458 0.3539
H -3.6958 0.4348 4.7748 0.0812
H -3.0539 3.0788 4.6736 0.3313
H -1.9123 1.9114 3.9620 0.0228
O -6.5861 1.0803 -3.3325 -0.5257
S -5.9309 0.2632 -4.2890 1.0869
O -6.6353 -0.3152 -5.3731 -0.5613
O -5.1240 -0.8740 -3.5019 -0.3700
C -3.7272 -0.8306 -3.8378 -0.1701
C -3.4720 0.6285 -4.1560 -0.1897
O -4.6562 1.0333 -4.8638 -0.3346
H -3.5551 -1.4707 -4.7043 0.2996
H -3.1458 -1.1869 -2.9920 0.2519
H -2.6060 0.7798 -4.7932 0.2602
H -3.3761 1.2321 -3.2513 0.2041
O 0.7830 8.5176 -6.4552 -0.5347
S -0.1645 7.5018 -6.1760 1.1080
O -1.3687 7.7768 -5.4829 -0.5326
O 0.6080 6.2938 -5.4570 -0.2979
C 0.4309 5.0771 -6.1937 -0.2119
C 0.2608 5.5271 -7.6301 -0.3289
O -0.5294 6.7192 -7.5202 -0.3243
H -0.4624 4.5687 -5.8242 0.1873
H 1.2989 4.4383 -6.0548 0.3358
H -0.2648 4.8028 -8.2448 0.3025
H 1.2176 5.7793 -8.0910 0.2999
```


# C29H29N2O4SYb

A structure of composition C29H29N2O4SYb in a non-equilibrium geometry (ωB97M-V with the def2-TZVPD basis set, the OMol25 dataset).

## Properties
LUMO (spin up / spin down) = -0.1 / -0.1 eV
<S²> = 0.751
charge = 0
2S+1 = 2
orbital gap (spin up / spin down) = 8.083 / 8.079 eV
HOMO (spin up / spin down) = -8.2 / -8.2 eV

```
66
Properties=species:S:1:pos:R:3:nbo_charge:R:1
C 3.0917 -0.2623 2.0692 -0.4186
C 3.1989 -0.9728 0.8265 -0.4064
C 2.7614 -0.0876 -0.2560 -0.3178
H 3.4917 -2.0143 0.6924 0.2393
C 2.4000 1.1542 0.3226 -0.2921
C 2.5784 1.0564 1.7476 -0.3517
H 2.1041 2.0409 -0.2471 0.2436
C -1.0795 -2.5658 1.9141 -0.4034
C 0.0021 -3.2529 1.2773 -0.4356
C -0.0910 -2.9583 -0.1407 -0.3357
H 0.7889 -3.8367 1.7721 0.2467
C -1.2736 -2.1962 -0.3658 -0.0741
C -1.8382 -1.8943 0.8964 -0.3158
H 2.7341 -0.3059 -1.3389 0.2508
H 2.3635 1.8508 2.4641 0.2403
H 3.3001 -0.6512 3.0815 0.2560
H -2.7262 -1.2647 1.0406 0.2450
H 0.6499 -3.1994 -0.9239 0.2381
H -1.2643 -2.5061 2.9886 0.2490
Yb 0.7152 -0.8332 1.5062 1.8412
C -1.9889 -2.0289 -1.7110 -0.0424
C -3.3860 -2.6793 -1.6382 -0.5984
C -1.2412 -2.6813 -2.8745 -0.6152
H -3.3024 -3.7556 -1.4293 0.2184
H -3.9071 -2.5902 -2.6005 0.2028
H -4.0293 -2.2413 -0.8636 0.2164
H -1.1094 -3.7515 -2.6749 0.2199
H -0.2580 -2.2107 -3.0362 0.2170
H -1.8399 -2.5746 -3.7928 0.2062
C -2.2419 -0.5209 -2.0868 -0.4764
C -1.0541 0.3581 -2.4677 0.6842
H -2.6909 -0.0193 -1.2154 0.2475
H -2.9494 -0.4917 -2.9200 0.2007
O -0.1583 0.5774 -1.6550 -0.6423
N -0.9708 0.9684 -3.6896 -0.6215
C 0.0600 1.9991 -3.8754 -0.2540
H -1.7286 0.9542 -4.3498 0.4005
C 1.4290 1.4006 -3.9962 0.0764
C 2.5607 2.0472 -3.4706 -0.2448
H 2.4240 2.9662 -2.8945 0.2138
C 3.8442 1.5408 -3.7076 -0.2023
H 4.7176 2.0706 -3.3147 0.2183
C 4.0180 0.3799 -4.4686 -0.2256
H 5.0176 -0.0034 -4.6705 0.2163
C 2.8963 -0.2741 -4.9889 -0.2058
H 3.0060 -1.1632 -5.6147 0.2140
C 1.6107 0.2209 -4.7339 -0.2524
H 0.7222 -0.2831 -5.1316 0.2142
H 0.0101 2.5732 -2.9420 0.2210
H -0.1702 2.6607 -4.7221 0.2159
O 0.6161 -0.6748 4.0358 -0.6687
C -0.2502 0.2469 3.9325 0.6608
N -0.7139 0.5831 2.7182 -0.9931
S -1.6573 1.9201 2.5640 2.2987
O -0.9130 2.9540 1.9022 -0.9063
O -2.9307 1.5135 2.0056 -0.9135
C -1.6411 2.1034 4.3539 -0.2046
C -2.2469 3.1157 5.1141 -0.2112
C -2.0647 3.0812 6.5089 -0.1886
C -1.2826 2.0826 7.1200 -0.1997
C -0.6709 1.0959 6.3421 -0.1579
C -0.8666 1.1287 4.9579 -0.1636
H -2.8353 3.8848 4.5924 0.2380
H -2.5397 3.8443 7.1229 0.2248
H -1.1509 2.0802 8.2009 0.2254
H -0.0499 0.2919 6.7384 0.2385
```


# C13H13N5OS

A structure of composition C13H13N5OS in a non-equilibrium geometry (ωB97M-V with the def2-TZVPD basis set, the OMol25 dataset).

## Properties
LUMO = -0.1 eV
energy above the lowest of the compared OMol25 structures with the same formula, charge and spin = 1180.49 kJ/mol
charge = 0
2S+1 = 1
orbital gap = 7.655 eV
HOMO = -7.8 eV

```
33
Properties=species:S:1:pos:R:3:nbo_charge:R:1
C 2.5010 3.8635 1.4208 -0.6437
C 2.3525 2.4545 0.9189 0.2645
N 1.2767 1.9626 0.2518 -0.4357
C 1.2985 0.8245 -0.0556 0.4569
N 0.3468 0.3530 -0.7351 -0.4576
C 0.9157 -1.0418 -0.6813 0.1211
N 2.1510 -1.2273 -0.0662 -0.2974
N 2.4517 -0.0615 0.0812 -0.1653
C 3.6072 0.3150 0.7336 0.2803
C 3.5460 1.6515 1.2096 -0.3675
H 4.5599 1.8109 1.6694 0.2364
C 4.7330 -0.7586 0.9179 -0.6371
H 4.1427 -1.3649 1.5378 0.2445
H 5.4390 -0.4024 1.5740 0.2227
H 4.9564 -1.0418 -0.0436 0.2397
S 0.0402 -2.3839 -1.3813 0.2470
C -1.6772 -1.3779 -1.4598 -0.5238
C -2.0576 -1.1659 -0.0402 0.5493
O -1.6524 -1.8060 0.7166 -0.4844
C -3.1473 -0.3350 0.0490 -0.1065
C -3.7755 0.2210 1.0271 -0.2649
C -4.7088 0.9380 0.8401 -0.2438
C -4.7497 1.0399 -0.6462 -0.0750
N -3.7235 0.2678 -0.9559 -0.4007
H -3.4596 0.2023 -2.3559 0.4180
H -5.4507 1.7162 -1.3598 0.2336
H -5.5644 1.7454 1.4186 0.2285
H -3.5864 -0.2789 2.0053 0.2232
H -2.2505 -2.1636 -1.9307 0.2316
H -1.5100 -0.5845 -2.0620 0.2205
H 3.4092 4.3174 0.7757 0.2211
H 1.6665 4.4691 0.9661 0.2359
H 2.6742 3.9327 2.4268 0.2282
```


# C24H29N5O2

An isolated molecule of C24H29N5O2 in a non-equilibrium geometry (ωB97M-V with the def2-TZVPD basis set, the OMol25 dataset).

## Properties
SMILES = Cc1cccnc1CN1CCN(C(=O)CCc2nnc(CCc3ccccc3)o2)CC1
LUMO = 0.7 eV
energy above the lowest of the compared OMol25 structures with the same formula, charge and spin = 260.54 kJ/mol
charge = 0
2S+1 = 1
orbital gap = 9.030 eV
HOMO = -8.3 eV

```
60
Properties=species:S:1:pos:R:3:nbo_charge:R:1
C 5.3719 -1.8817 -1.0424 -0.6468
C 5.3672 -3.0434 -0.1028 -0.0353
C 6.5347 -3.4929 0.5000 -0.1706
C 6.4967 -4.5823 1.3554 -0.2519
C 5.2733 -5.1901 1.5792 0.0268
N 4.1519 -4.7732 1.0178 -0.4310
C 4.1867 -3.7322 0.1988 0.2021
C 2.8609 -3.3312 -0.3921 -0.2627
N 2.4812 -1.9895 0.0326 -0.4472
C 2.3324 -1.8431 1.4703 -0.2306
C 1.0344 -2.4584 2.0064 -0.2542
N -0.1053 -1.8987 1.3017 -0.4424
C -1.0487 -1.2289 1.9974 0.6844
O -0.9826 -1.0907 3.2056 -0.6354
C -2.2152 -0.6497 1.2083 -0.4839
C -1.8241 0.6902 0.5584 -0.4481
C -2.8270 1.0660 -0.4633 0.4684
N -2.8948 0.6314 -1.6788 -0.3134
N -3.9833 1.1985 -2.2433 -0.3048
C -4.5279 1.9506 -1.3463 0.4676
C -5.6908 2.8540 -1.4961 -0.4525
C -5.2228 4.1840 -2.1241 -0.4236
C -4.0667 4.7343 -1.3363 0.0701
C -4.2841 5.4617 -0.1736 -0.2465
C -3.2191 5.8912 0.5982 -0.2003
C -1.9220 5.5907 0.2193 -0.2234
C -1.6949 4.8696 -0.9405 -0.1945
C -2.7610 4.4469 -1.7145 -0.2586
O -3.8431 1.9081 -0.1795 -0.4113
C -0.0136 -2.0825 -0.1300 -0.2417
C 1.3070 -1.4721 -0.6383 -0.2186
H 5.1766 -2.2228 -2.0592 0.2181
H 4.5873 -1.1798 -0.7708 0.2502
H 6.3357 -1.3788 -1.0268 0.2134
H 7.4710 -2.9906 0.2983 0.2119
H 7.3922 -4.9473 1.8338 0.2190
H 5.1764 -6.0448 2.2355 0.1925
H 2.9433 -3.3139 -1.4835 0.2074
H 2.1322 -4.1043 -0.1106 0.1941
H 3.1885 -2.3044 1.9636 0.2161
H 2.3376 -0.7708 1.6919 0.1984
H 0.9140 -2.2368 3.0670 0.2550
H 1.0488 -3.5444 1.8666 0.1951
H -2.5595 -1.3517 0.4483 0.2232
H -3.0276 -0.4821 1.9170 0.2405
H -0.8557 0.6037 0.0651 0.2320
H -1.7697 1.4695 1.3187 0.2441
H -6.1148 3.0386 -0.5082 0.2282
H -6.4345 2.3809 -2.1367 0.2433
H -4.9179 3.9947 -3.1541 0.2218
H -6.0590 4.8848 -2.1253 0.2172
H -5.2960 5.6920 0.1296 0.2078
H -3.4020 6.4563 1.5004 0.2139
H -1.0903 5.9179 0.8258 0.2141
H -0.6851 4.6319 -1.2425 0.2129
H -2.5802 3.8791 -2.6170 0.2202
H -0.8466 -1.6199 -0.6534 0.2260
H -0.0227 -3.1585 -0.3446 0.1945
H 1.4001 -1.6448 -1.7121 0.2064
H 1.2866 -0.3905 -0.4645 0.1928
```


# C23H30AsN5PdS

A structure of composition C23H30AsN5PdS in a non-equilibrium geometry (ωB97M-V with the def2-TZVPD basis set, the OMol25 dataset).

## Properties
LUMO (spin up / spin down) = -7.4 / -7.6 eV
energy above the lowest of the compared OMol25 structures with the same formula, charge and spin = 167.00 kJ/mol
charge = +2
2S+1 = 1
orbital gap (spin up / spin down) = 6.672 / 6.495 eV
HOMO (spin up / spin down) = -14.1 / -14.1 eV

```
61
Properties=species:S:1:pos:R:3:nbo_charge:R:1
Pd -0.4214 0.3282 0.2867 0.9968
C 2.0181 -0.6674 2.3308 -0.6618
C 0.8292 -1.4898 2.7000 0.2594
C 0.8780 -2.4173 3.7378 -0.2213
C -0.2663 -3.1228 4.0531 -0.1160
C -1.4260 -2.8911 3.3315 -0.2112
C -1.4086 -1.9636 2.2946 0.1756
N -0.2852 -1.2824 2.0077 -0.4440
C -2.6044 -1.6679 1.4818 0.1722
C -3.8379 -2.2912 1.6836 -0.1942
C -4.9136 -1.9125 0.8970 -0.1245
C -4.7516 -0.9119 -0.0470 -0.2144
C -3.4950 -0.3156 -0.1943 0.2690
N -2.4625 -0.7251 0.5469 -0.4493
C -3.2413 0.8074 -1.1231 0.1496
C -4.2618 1.3846 -1.8731 -0.2104
C -3.9625 2.4314 -2.7311 -0.1164
C -2.6624 2.8893 -2.8152 -0.2178
C -1.6853 2.2852 -2.0235 0.2634
C -0.2713 2.7680 -2.0443 -0.6570
N -1.9824 1.2781 -1.2096 -0.4454
H 2.9421 -1.1858 2.5753 0.2385
H 1.9864 0.2686 2.8988 0.2498
H 1.9795 -0.4302 1.2573 0.2265
H 1.7941 -2.5674 4.2861 0.2434
H -0.2595 -3.8394 4.8578 0.2470
H -2.3266 -3.4148 3.6013 0.2373
H -3.9639 -3.0513 2.4362 0.2397
H -5.8734 -2.3939 1.0220 0.2502
H -5.5909 -0.6082 -0.6511 0.2397
H -5.2800 1.0491 -1.7815 0.2363
H -4.7408 2.8852 -3.3198 0.2464
H -2.4038 3.7054 -3.4692 0.2441
H -0.0050 3.1500 -3.0284 0.2407
H 0.4110 1.9535 -1.7559 0.2254
H -0.1692 3.5853 -1.3224 0.2506
C 1.9087 -4.0623 -1.7591 -0.3983
N 1.1834 -2.9834 -2.4099 -0.4489
C 1.2292 -2.9352 -3.8618 -0.3989
C 0.8683 -1.9302 -1.7396 0.5676
N 0.6256 -0.9623 -1.1452 -0.5989
H 1.6637 -5.0046 -2.2501 0.2287
H 1.6293 -4.1294 -0.7082 0.2200
H 2.9880 -3.8996 -1.8357 0.2083
H 0.9998 -3.9225 -4.2623 0.2276
H 2.2261 -2.6426 -4.2015 0.2089
H 0.4985 -2.2229 -4.2387 0.2252
C 3.7804 1.5612 -0.1871 -0.9427
As 2.7295 2.8915 0.7876 1.4317
C 2.8022 4.5110 -0.2907 -0.9505
C 3.7290 3.2698 2.4118 -0.9472
S 0.6974 2.3823 1.2217 -0.5793
H 4.7488 2.0052 -0.4144 0.2603
H 3.2711 1.2942 -1.1145 0.2554
H 3.9275 0.6707 0.4230 0.2509
H 3.8037 4.9410 -0.2379 0.2597
H 2.0803 5.2309 0.1012 0.2651
H 2.5610 4.2827 -1.3311 0.2536
H 4.6345 3.8197 2.1491 0.2599
H 4.0052 2.3387 2.9094 0.2552
H 3.1229 3.8762 3.0873 0.2687
```